Entry from OMol25: a cluster of 2 separate species, C4H8N2O in total (the ωB97M-V functional and the def2-TZVPD basis).

Bonds (Å) are listed after each position.
Cartesian coordinates (Å):
1 N -0.9715 -0.4910 1.7197  C2 1.238, H5 1.022
2 C -1.2989 0.0491 0.6548  N1 1.238, C3 1.315
3 C -1.4885 0.7505 -0.4411  C2 1.315, N4 1.423, H6 1.085
4 N -2.1940 1.9834 -0.5189  C3 1.423, H7 1.015, H8 1.013
5 H -1.5858 -1.2651 1.9820  N1 1.022
6 H -1.0275 0.3864 -1.3534  C3 1.085
7 H -3.0049 1.9050 -1.1248  N4 1.015
8 H -2.5117 2.2840 0.3952  N4 1.013
9 C 2.2158 -0.5843 0.3919  C10 1.502, H12 1.093, H13 1.096, H14 1.098
10 C 1.7168 -1.0773 -0.9364  C9 1.502, O11 1.210, H15 1.112
11 O 0.5843 -1.4352 -1.1662  C10 1.210
12 H 1.4003 -0.5029 1.1151  C9 1.093
13 H 2.7104 0.3857 0.2642  C9 1.096
14 H 2.9786 -1.2796 0.7652  C9 1.098
15 H 2.4766 -1.1087 -1.7473  C10 1.112

Calculated values
- ΔE to the lowest compared entry with this formula, charge and spin: 70.24 kcal per mole
- SMILES: N=C=CN.CC=O
- HOMO: -0.293 hartree
- Gap between HOMO and LUMO: 8.9145 eV

Atomic charges from the Mulliken analysis, expressed in e, are listed below: number 1, N, carries -0.5923; number 2, C, carries 0.3612; number 3, C, carries -0.2717; number 4, N, carries -0.5390; number 5, H, carries 0.2531; number 6, H, carries 0.3551; number 7, H, carries 0.2194; number 8, H, carries 0.2441; number 9, C, carries -0.8033; number 10, C, carries 0.1525; number 11, O, carries -0.4799; number 12, H, carries 0.1780; number 13, H, carries 0.2707; number 14, H, carries 0.3064; number 15, H, carries 0.3457